The following is a quantum chemistry calculation of C7H11Br9O2S as an isolated structure at a distorted geometry, from the OMol25 dataset.

Values from the calculation:
Gap between HOMO and LUMO (alpha / beta)   0.1197 / 0.2855 hartree
⟨S²⟩   0.755
Largest force on an atom   2.41 eV/Å

Structure (ORCA input):
```
! RIJCOSX wB97M-V def2-TZVPD def2/J DEFGRID3
* xyz -1 2
C -2.324 -1.475 2.596
Br -3.051 0.342 2.688
Br -2.412 -2.040 0.700
Br -3.380 -2.874 3.565
H -1.269 -1.436 2.865
C 5.701 -5.148 0.677
Br 4.325 -5.725 1.991
Br 5.951 -6.405 -0.822
Br 7.489 -4.614 1.418
H 5.244 -4.284 0.194
C 1.685 -0.937 -0.318
Br 2.003 0.698 -1.478
Br 0.932 -0.298 1.345
Br 3.289 -2.077 0.126
H 0.938 -1.597 -0.761
C -1.658 1.202 -0.496
C -2.565 1.817 -1.597
C -1.917 3.089 -2.251
S -0.982 3.972 -0.857
O -1.908 5.021 -0.375
O 0.372 4.331 -1.245
C -1.098 2.426 0.305
H -0.911 0.612 -1.026
H -2.360 0.519 -0.017
H -3.430 2.184 -1.045
H -2.942 1.122 -2.348
H -2.636 3.748 -2.738
H -1.145 2.824 -2.973
H -1.813 2.693 1.084
H -0.130 2.308 0.793
*
```